# 1
C4H6N2O in the gas phase in a non-equilibrium geometry, computed with the ωB97M-V functional and the def2-TZVPD basis.

Bonds (Å) are listed after each position.
Geometry (Å):
1 C 0.155 -1.149 0.518  H8 1.095, C11 1.464, H12 1.094, C13 1.533
2 H -1.810 -0.268 0.843  C13 1.092
3 H 0.693 2.808 0.429  C7 1.093
4 O -0.423 1.191 0.773  C7 1.345, C13 1.426
5 H -1.127 0.024 -0.784  C13 1.093
6 N -0.437 -3.339 -0.795  C11 1.156
7 C 0.420 1.857 -0.036  H3 1.093, O4 1.345, N10 1.265
8 H 0.244 -1.372 1.586  C1 1.095
9 H 1.424 2.072 -1.613  N10 1.016
10 N 0.808 1.408 -1.153  C7 1.265, H9 1.016
11 C -0.174 -2.380 -0.205  C1 1.464, N6 1.156
12 H 1.124 -0.792 0.157  C1 1.094
13 C -0.898 -0.061 0.281  C1 1.533, H2 1.092, O4 1.426, H5 1.093

Properties
Kohn-Sham gap, Eh: 0.4209
Calculated total energy, eV: -9272.1984
ΔE to the lowest compared entry with this formula, charge and spin, kcal per mole: 30.1
SMILES: [H]/N=C/OCCC#N

---

# 2
4 unconnected molecules or ions with the total composition H9O4 in a non-equilibrium geometry, computed with the ωB97M-V functional and the def2-TZVPD basis.

Bonds (Å) are listed after each position.
Geometry (Å):
1 H 0.440 -1.824 2.856  O8 0.967
2 H -2.457 0.352 -1.166  O3 0.961
3 O -1.948 -0.315 -1.634  H2 0.961, H13 0.959
4 H 1.717 2.513 -1.106  O10 0.955
5 H 0.454 -0.557 0.642  O9 0.988
6 H 0.868 0.826 -0.313  O9 1.077
7 H 1.684 2.594 0.458  O10 0.975
8 O 0.395 -1.701 1.898  H1 0.967, H12 0.969
9 O 0.230 -0.029 -0.163  H5 0.988, H6 1.077, H11 1.002
10 O 1.342 2.119 -0.321  H4 0.955, H7 0.975
11 H -0.505 -0.510 -0.643  O9 1.002
12 H 0.400 -2.589 1.511  O8 0.969
13 H -2.620 -0.879 -2.019  O3 0.959

Properties
Kohn-Sham gap, Eh: 0.4827
Calculated total energy, eV: -8329.5871
Net charge: +1
ΔE to the lowest compared entry with this formula, charge and spin, kcal per mole: 12.4

---

# 3
C13H19N3O2S in the gas phase, computed with the ωB97M-V functional and the def2-TZVPD basis.

Bonds (Å) are listed after each position.
Geometry (Å):
1 H 1.853 1.341 1.916  C7 1.086
2 H 2.690 2.146 -3.818  C9 1.079
3 H -0.061 0.208 0.058  N12 1.017
4 H 1.777 3.099 1.824  C7 1.088
5 H 3.094 0.137 -2.436  C22 1.080
6 H -2.563 -2.661 2.157  C16 1.092
7 C 1.392 2.175 1.396  H1 1.086, H4 1.088, C8 1.499, H15 1.090
8 C 1.690 2.132 -0.072  C7 1.499, C17 1.397, C37 1.400
9 C 2.403 2.136 -2.777  H2 1.079, C22 1.380, C33 1.383
10 O -2.268 -0.195 0.037  C36 1.217
11 H 3.390 -0.634 -0.060  N35 1.011
12 N 0.291 -0.495 0.702  H3 1.017, C25 1.348, N26 1.390
13 H 0.586 5.205 -1.049  C23 1.087
14 H -3.894 -1.651 1.543  C16 1.091
15 H 0.319 2.149 1.582  C7 1.090
16 C -2.964 -2.155 1.277  H6 1.092, H14 1.091, C34 1.546, C36 1.508
17 C 2.259 1.003 -0.668  C8 1.397, C22 1.391, N35 1.416
18 C -2.037 -3.981 -0.221  H19 1.087, H20 1.086, C34 1.528, H38 1.090
19 H -2.310 -4.758 -0.931  C18 1.087
20 H -1.303 -3.331 -0.689  C18 1.086
21 H -0.140 4.208 0.216  C23 1.089
22 C 2.633 1.015 -2.007  H5 1.080, C9 1.380, C17 1.391
23 C 0.794 4.469 -0.278  H13 1.087, H21 1.089, H27 1.090, C37 1.497
24 H -0.338 -2.156 1.628  N26 1.020
25 C 1.558 -0.957 0.659  N12 1.348, S29 1.662, N35 1.353
26 N -0.717 -1.310 1.202  N12 1.390, H24 1.020, C36 1.355
27 H 1.447 4.926 0.465  C23 1.090
28 H 1.593 4.111 -2.819  C33 1.080
29 S 1.962 -2.402 1.373  C25 1.662
30 O -4.323 -4.046 0.589  H31 0.965, C34 1.406
31 H -4.002 -4.600 1.311  O30 0.965
32 H -3.683 -2.664 -0.695  C34 1.095
33 C 1.790 3.240 -2.212  C9 1.383, H28 1.080, C37 1.387
34 C -3.283 -3.193 0.176  C16 1.546, C18 1.528, O30 1.406, H32 1.095
35 N 2.498 -0.179 0.075  H11 1.011, C17 1.416, C25 1.353
36 C -1.986 -1.129 0.765  O10 1.217, C16 1.508, N26 1.355
37 C 1.437 3.253 -0.870  C8 1.400, C23 1.497, C33 1.387
38 H -1.584 -4.454 0.650  C18 1.090

Properties
Kohn-Sham gap, Eh: 0.3411
Calculated total energy, eV: -33190.3649
ΔE to the lowest compared entry with this formula, charge and spin, kcal per mole: 19.7
SMILES: Cc1cccc(NC(=S)NNC(=O)C[C@@H](C)O)c1C